*A*
ORCA calculation (wB97M-V/def2-TZVPD) on C47H60BrGeN4O3P2RbS2Te as an isolated structure.

Values from the calculation:
frontier orbital gap: 4.59 eV
LUMO level: 0.0886 Ha

```
! wB97M-V def2-TZVPD RIJCOSX def2/J DEFGRID3
* xyz -2 1
Rb -22.524 -6.309 10.291
O -24.569 -13.293 11.182
C -24.230 -11.970 11.438
C -25.152 -11.014 11.172
C -24.713 -9.724 11.256
N -23.422 -9.354 11.427
C -22.528 -10.315 11.572
Br -23.861 -3.453 10.756
C -22.874 -11.618 11.607
H -25.435 -13.450 10.714
H -26.146 -11.217 10.792
H -25.250 -8.784 11.119
H -22.094 -12.317 11.864
C -23.016 -11.776 8.301
P -23.195 -9.988 7.645
C -25.021 -9.744 7.683
N -25.701 -10.950 7.869
C -27.014 -10.858 8.076
C -27.790 -11.998 8.427
C -29.157 -11.893 8.632
C -29.793 -10.611 8.407
C -29.063 -9.512 8.101
C -27.721 -9.566 7.993
N -27.004 -8.436 7.687
C -25.639 -8.540 7.630
P -24.965 -6.835 7.532
C -25.435 -6.399 9.210
C -26.207 -5.769 6.574
C -27.543 -5.433 7.197
C -25.457 -4.442 6.505
C -26.392 -6.297 5.143
C -22.903 -10.160 5.698
C -22.616 -8.815 4.984
C -21.605 -11.065 5.767
C -23.961 -11.023 4.977
H -21.950 -11.918 8.516
H -23.270 -12.529 7.551
H -23.636 -11.882 9.190
H -27.370 -12.997 8.452
H -29.730 -12.750 8.839
H -30.905 -10.480 8.507
H -29.617 -8.651 7.984
H -26.511 -6.495 9.325
H -25.309 -5.301 9.385
H -24.984 -7.039 9.952
H -27.359 -4.883 8.101
H -28.101 -6.329 7.391
H -28.157 -4.832 6.521
H -25.335 -4.063 7.497
H -26.049 -3.732 6.022
H -24.486 -4.555 6.035
H -26.891 -7.325 5.062
H -25.491 -6.313 4.610
H -27.042 -5.628 4.592
H -21.733 -8.356 5.441
H -23.368 -8.028 5.085
H -22.457 -9.077 3.914
H -20.916 -10.739 6.558
H -21.077 -10.871 4.788
H -21.926 -12.149 5.841
H -24.919 -10.264 4.863
H -24.247 -11.898 5.478
H -23.744 -11.260 3.939
O -19.116 -9.719 12.764
H -18.212 -9.834 12.495
H -21.483 -9.974 11.721
N -19.841 -8.949 10.010
C -20.335 -8.277 9.104
H -19.547 -9.390 11.901
C -18.514 -11.560 8.741
Te -16.845 -12.432 9.754
C -15.451 -10.799 9.408
H -18.534 -10.508 8.918
H -19.343 -12.141 9.265
H -18.510 -11.733 7.623
H -16.116 -9.901 9.407
H -15.090 -10.902 8.317
H -14.706 -10.604 10.146
C -25.979 -8.355 -0.488
O -24.598 -8.683 -0.604
C -23.680 -8.220 0.225
S -22.265 -9.189 0.122
S -24.058 -6.984 1.265
H -26.541 -8.813 -1.350
H -26.141 -7.309 -0.504
H -26.321 -8.711 0.507
C -20.840 -7.480 8.177
Ge -19.895 -6.492 6.926
C -19.209 -7.505 5.320
C -18.500 -8.688 5.589
C -18.205 -9.690 4.685
C -18.474 -9.451 3.388
C -19.046 -8.236 3.012
C -19.515 -7.389 3.974
C -18.155 -5.558 7.604
C -18.237 -4.779 8.728
C -17.398 -3.726 8.983
C -16.413 -3.424 8.018
C -16.222 -4.242 6.888
C -17.076 -5.347 6.681
C -20.770 -4.813 6.393
C -21.843 -4.366 7.138
C -22.333 -3.072 6.895
C -21.800 -2.299 5.955
C -20.772 -2.782 5.150
C -20.142 -3.970 5.453
H -21.868 -7.529 7.891
H -18.274 -8.919 6.598
H -17.739 -10.641 4.972
H -18.201 -10.276 2.735
H -19.193 -8.135 1.944
H -20.080 -6.496 3.658
H -19.032 -5.061 9.418
H -17.497 -3.201 9.976
H -15.850 -2.500 8.053
H -15.403 -4.124 6.140
H -17.030 -5.931 5.791
H -22.195 -4.940 7.960
H -23.096 -2.700 7.579
H -22.252 -1.326 5.826
H -20.420 -2.104 4.384
H -19.354 -4.327 4.824
*
```

Atom charges from the Löwdin analysis, given in e for atoms 1 to 8: number 1, Rb, carries 0.58; number 2, O, carries 0.02; number 3, C, carries -0.31; number 4, C, carries -0.04; number 5, C, carries -0.13; number 6, N, carries 0.05; number 7, C, carries -0.15; number 8, Br, carries -0.52

*B*
ORCA calculation (wB97M-V/def2-TZVPD) on C47H60BrGeN4O3P2RbS2Te as an isolated structure.

Values from the calculation:
frontier orbital gap: 3.79 eV
LUMO level: 0.0992 Ha

```
! wB97M-V def2-TZVPD RIJCOSX def2/J DEFGRID3
* xyz -2 1
Rb 11.522 10.888 17.697
O 12.683 17.711 20.972
C 12.319 16.192 20.312
C 12.959 15.067 20.908
C 12.497 13.770 20.603
N 11.464 13.686 19.819
C 10.769 14.714 19.466
Br 9.251 14.523 18.183
C 11.400 15.981 19.372
H 12.555 18.211 20.151
H 14.028 15.319 21.258
H 13.008 12.798 20.752
H 11.230 17.018 18.941
C 11.379 12.838 12.715
P 10.489 11.941 14.004
C 8.980 11.202 13.112
N 8.701 11.571 11.834
C 7.665 10.966 11.146
C 7.430 11.286 9.789
C 6.328 10.840 9.289
C 5.576 9.852 9.974
C 5.893 9.525 11.204
C 6.963 10.089 11.829
N 7.295 9.497 13.167
C 8.264 10.067 13.705
P 8.638 9.884 15.509
C 7.071 10.756 16.192
C 8.153 7.963 15.728
C 8.656 7.731 17.219
C 9.100 7.265 14.833
C 6.712 7.593 15.518
C 13.101 9.335 12.479
C 12.529 9.589 10.949
C 14.019 10.237 12.850
C 12.255 8.504 13.452
H 10.973 12.477 11.710
H 12.376 12.973 13.303
H 11.437 13.835 12.779
H 8.257 12.065 9.581
H 5.807 11.000 8.241
H 4.662 9.458 9.579
H 5.549 8.777 12.012
H 6.400 10.333 15.463
H 7.275 11.851 16.430
H 7.043 10.215 17.182
H 9.706 7.178 17.271
H 7.920 7.520 18.088
H 8.817 8.834 17.661
H 10.132 7.138 15.116
H 8.960 7.315 13.761
H 8.845 6.147 14.927
H 5.967 8.470 15.841
H 6.527 6.510 16.146
H 6.791 7.455 14.517
H 12.849 10.654 10.446
H 11.537 9.827 11.165
H 12.786 8.872 10.256
H 16.609 20.418 17.505
H 14.510 11.056 12.118
H 14.441 10.532 13.800
H 11.247 8.235 13.011
H 11.852 8.580 14.519
H 12.952 7.680 13.621
O 12.974 18.643 14.560
H 16.701 19.736 17.138
H 12.708 17.695 14.456
N 12.524 8.402 16.906
C 13.625 8.891 17.577
H 12.163 7.658 17.576
C 9.829 7.479 20.447
Te 11.940 7.883 20.540
C 11.839 9.977 21.489
H 10.049 7.194 21.475
H 9.834 6.197 19.781
H 9.345 8.463 19.772
H 12.334 11.022 21.008
H 12.239 9.534 22.561
H 10.884 10.030 21.191
C 8.182 11.628 22.636
O 7.317 10.792 21.975
C 7.320 10.468 20.581
S 5.924 9.732 19.926
S 8.744 10.958 19.779
H 9.045 11.286 23.157
H 7.274 12.061 23.214
H 8.788 12.367 21.895
C 14.425 9.867 17.941
Ge 15.761 10.949 18.609
C 15.392 12.669 18.329
C 16.025 13.553 19.135
C 16.096 15.156 18.865
C 15.043 15.559 18.080
C 14.210 14.572 17.389
C 14.646 13.293 17.383
C 16.012 10.430 20.524
C 15.494 11.214 21.485
C 15.519 10.683 22.730
C 16.071 9.493 23.001
C 16.240 8.565 21.970
C 16.202 9.059 20.712
C 17.292 11.027 17.321
C 17.713 9.764 16.862
C 18.721 9.864 15.807
C 19.009 11.038 15.088
C 18.653 12.328 15.712
C 18.051 12.178 16.939
H 13.116 18.547 15.773
H 16.507 13.548 20.059
H 16.945 15.955 19.173
H 15.116 16.705 18.162
H 13.645 14.580 16.604
H 14.034 12.671 16.753
H 15.080 12.123 21.201
H 15.064 11.026 23.579
H 16.339 9.239 24.001
H 16.628 7.618 22.682
H 16.401 8.366 19.759
H 17.520 8.864 17.224
H 19.179 9.174 15.382
H 19.247 10.979 14.014
H 19.091 13.301 15.511
H 18.224 12.651 17.987
*
```

Atom charges from the Löwdin analysis, given in e for atoms 1 to 8: number 1, Rb, carries 0.34; number 2, O, carries -0.07; number 3, C, carries -0.16; number 4, C, carries 0.00; number 5, C, carries -0.13; number 6, N, carries 0.04; number 7, C, carries -0.62; number 8, Br, carries 0.66

Most stable: *A* (next structure +648.9 kcal/mol)

*A*
ORCA calculation (wB97M-V/def2-TZVPD) on one molecule with the formula C2H5BrO.

Values from the calculation:
SMILES string: C[C@H](O)Br
frontier orbital gap: 11.04 eV
LUMO level: 0.0324 Ha

```
! wB97M-V def2-TZVPD RIJCOSX def2/J DEFGRID3
* xyz 0 1
C 0.356 0.738 -0.443
C 0.036 -0.418 0.460
O -0.344 -1.606 -0.187
Br -1.369 0.224 1.798
H 0.946 0.394 -1.299
H -0.452 1.130 -0.914
H 0.884 1.524 0.079
H 1.020 -0.608 1.247
H -1.076 -1.378 -0.741
*
```

Atom charges from the Löwdin analysis, given in e for atoms 1 to 8: number 1, C, carries -0.16; number 2, C, carries -0.76; number 3, O, carries -0.07; number 4, Br, carries 0.55; number 5, H, carries 0.09; number 6, H, carries 0.03; number 7, H, carries 0.08; number 8, H, carries 0.16

*B*
ORCA calculation (wB97M-V/def2-TZVPD) on C2H5BrO as an isolated structure.

Values from the calculation:
frontier orbital gap: 10.79 eV
LUMO level: 0.0082 Ha

```
! wB97M-V def2-TZVPD RIJCOSX def2/J DEFGRID3
* xyz 0 1
C 0.439 0.239 -0.562
C -0.621 0.417 0.503
O 1.635 -1.128 -0.027
Br -2.421 0.549 -0.282
H 1.158 0.974 -0.759
H 0.129 -0.306 -1.557
H -0.520 1.314 1.228
H -0.702 -0.429 1.107
H 0.903 -1.630 0.348
*
```

Atom charges from the Löwdin analysis, given in e for atoms 1 to 8: number 1, C, carries -0.09; number 2, C, carries -0.61; number 3, O, carries -0.18; number 4, Br, carries 0.60; number 5, H, carries 0.06; number 6, H, carries 0.13; number 7, H, carries 0.10; number 8, H, carries 0.01

Most stable: *A* (next structure +38.0 kcal/mol)

*A*
ORCA calculation (wB97M-V/def2-TZVPD) on a 2-piece molecular cluster, C2H8OS overall.

Values from the calculation:
SMILES string: CO.CS
frontier orbital gap: 9.96 eV
LUMO level: 0.0299 Ha

```
! wB97M-V def2-TZVPD RIJCOSX def2/J DEFGRID3
* xyz 0 1
C -1.351 1.494 -0.192
O -2.200 0.364 0.026
H -2.039 2.309 -0.374
H -0.763 1.261 -1.076
H -0.717 1.722 0.664
H -2.086 -0.129 0.827
C 1.379 -0.991 0.440
S 1.358 -1.280 -1.351
H 1.152 -1.896 0.994
H 0.573 -0.289 0.651
H 2.254 -0.466 0.811
H 2.442 -2.099 -1.419
*
```

Atom charges from the Löwdin analysis, given in e for atoms 1 to 8: number 1, C, carries -0.15; number 2, O, carries -0.13; number 3, H, carries 0.07; number 4, H, carries 0.07; number 5, H, carries 0.08; number 6, H, carries 0.06; number 7, C, carries -0.49; number 8, S, carries 0.61

*B*
ORCA calculation (wB97M-V/def2-TZVPD) on a 2-piece molecular cluster, C2H8OS overall.

Values from the calculation:
SMILES string: CSC.O
frontier orbital gap: 9.35 eV
LUMO level: 0.0287 Ha

```
! wB97M-V def2-TZVPD RIJCOSX def2/J DEFGRID3
* xyz 0 1
C -0.710 0.458 1.526
S -0.872 -1.224 0.964
C -1.256 -0.880 -0.821
H 0.370 0.566 1.894
H -1.423 1.201 1.065
H -1.083 0.572 2.522
H -0.389 -0.693 -1.631
H -1.969 0.073 -0.783
H -1.796 -1.594 -1.257
O 3.058 0.800 -0.933
H 3.813 0.470 -1.463
H 2.257 0.250 -1.082
*
```

Atom charges from the Löwdin analysis, given in e for atoms 1 to 8: number 1, C, carries -0.49; number 2, S, carries 0.71; number 3, C, carries -0.42; number 4, H, carries 0.06; number 5, H, carries 0.06; number 6, H, carries 0.00; number 7, H, carries 0.08; number 8, H, carries 0.07

Most stable: *A* (next structure +17.7 kcal/mol)

*A*
ORCA calculation (wB97M-V/def2-TZVPD) on a 2-piece molecular cluster, C2H8OS overall.

Values from the calculation:
SMILES string: CO.CS
frontier orbital gap: 9.85 eV
LUMO level: 0.0270 Ha

```
! wB97M-V def2-TZVPD RIJCOSX def2/J DEFGRID3
* xyz 0 1
C -2.296 -0.037 -0.252
O -0.909 0.164 -0.461
H -2.765 0.050 -1.237
H -2.504 -1.079 0.049
H -2.766 0.730 0.370
H -0.548 0.138 0.426
C 2.014 -0.113 -0.315
S 2.060 1.034 1.150
H 1.637 0.458 -1.153
H 3.042 -0.406 -0.523
H 1.438 -0.968 0.006
H 1.595 0.029 1.941
*
```

Atom charges from the Löwdin analysis, given in e for atoms 1 to 8: number 1, C, carries -0.16; number 2, O, carries -0.15; number 3, H, carries 0.08; number 4, H, carries 0.08; number 5, H, carries 0.08; number 6, H, carries 0.03; number 7, C, carries -0.46; number 8, S, carries 0.60

*B*
ORCA calculation (wB97M-V/def2-TZVPD) on a 2-piece molecular cluster, C2H8OS overall.

Values from the calculation:
SMILES string: CCO.S
frontier orbital gap: 10.63 eV
LUMO level: 0.0263 Ha

```
! wB97M-V def2-TZVPD RIJCOSX def2/J DEFGRID3
* xyz 0 1
C -0.812 0.248 0.824
C -0.818 -0.888 -0.168
O -1.999 -0.762 -0.988
H -0.606 1.188 0.325
H -0.001 0.093 1.540
H -1.756 0.269 1.353
H 0.055 -0.895 -0.805
H -0.850 -1.871 0.323
H -1.806 -1.105 -1.862
S 2.696 1.832 -0.203
H 3.168 1.038 0.771
H 2.730 0.852 -1.109
*
```

Atom charges from the Löwdin analysis, given in e for atoms 1 to 8: number 1, C, carries -0.10; number 2, C, carries -0.32; number 3, O, carries -0.09; number 4, H, carries 0.06; number 5, H, carries 0.07; number 6, H, carries 0.07; number 7, H, carries 0.10; number 8, H, carries 0.11

Most stable: *B* (next structure +9.5 kcal/mol)